A 2-piece molecular cluster, C6H11BrSi overall at a distorted geometry, computed with the ωB97M-V functional and the def2-TZVPD basis.

The energy above the lowest of the compared OMol25 structures with the same formula, charge and spin comes out at 124.6 kcal per mole. As for the SMILES: C=[Si](C)C.BrC1=CC1. As for the molecular weight: 191.14 g mol⁻¹.

```
! RIJCOSX wB97M-V def2-TZVPD def2/J DEFGRID3
* xyz 0 1
C -0.572 1.573 -2.445
Si -1.122 1.502 -0.787
C -0.419 1.621 1.093
C -2.992 1.436 -0.510
H 0.537 1.557 -2.594
H -1.130 1.652 -3.343
H 0.604 1.237 1.327
H -0.257 2.705 1.299
H -1.166 1.317 1.724
H -3.223 1.732 0.527
H -3.396 2.220 -1.104
H -3.441 0.486 -0.858
Br 3.693 -4.786 -0.007
C 2.523 -3.379 0.499
C 1.403 -2.828 0.690
C 2.639 -1.970 1.049
H 0.370 -3.081 0.812
H 2.918 -1.095 0.501
H 3.032 -1.901 2.127
*
```


A 16-piece molecular cluster, C32H64Cl16O24 overall at a distorted geometry, computed with the ωB97M-V functional and the def2-TZVPD basis.

As for the electronic energy: -10426.500233 a.u. As for the molecular weight: 1400.09 g mol⁻¹.

```
! RIJCOSX wB97M-V def2-TZVPD def2/J DEFGRID3
* xyz 0 1
C -4.199 -2.315 2.024
Cl -2.867 -3.248 1.179
Cl -4.924 -3.441 3.240
H -3.704 -1.464 2.519
H -4.870 -2.025 1.219
C 2.389 2.858 6.452
Cl 3.715 2.210 5.424
Cl 1.811 1.723 7.763
H 2.884 3.780 6.935
H 1.537 3.160 5.797
C 3.484 -1.749 0.161
Cl 3.525 -1.147 1.788
Cl 4.972 -2.729 -0.214
H 2.592 -2.392 0.006
H 3.539 -0.955 -0.587
C 2.461 -6.009 0.630
Cl 1.661 -4.696 1.549
Cl 1.459 -6.621 -0.645
H 3.344 -5.521 0.221
H 2.606 -6.763 1.333
C -3.583 4.202 5.068
Cl -3.392 4.403 6.795
Cl -3.711 5.680 4.149
H -2.687 3.520 4.783
H -4.493 3.647 4.811
C 1.674 -3.878 5.501
Cl 3.313 -4.415 5.698
Cl 1.237 -2.213 6.001
H 1.525 -3.923 4.419
H 1.082 -4.532 6.098
C 0.622 5.879 2.944
Cl 0.674 7.656 2.737
Cl 1.936 5.450 4.123
H -0.328 5.501 3.336
H 0.876 5.472 1.988
C 0.869 1.594 2.082
Cl -0.304 0.516 1.372
Cl 0.379 2.273 3.666
H 1.870 1.219 2.246
H 0.936 2.433 1.364
C -2.672 -2.783 -2.205
O -2.338 -2.771 -3.643
C -1.973 -1.608 -4.140
O -1.951 -0.540 -3.602
O -1.642 -1.929 -5.412
C -1.123 -0.780 -6.082
H -3.707 -3.221 -2.125
H -2.709 -1.802 -1.802
H -2.008 -3.480 -1.723
H -0.132 -0.536 -5.651
H -1.839 0.092 -5.971
H -1.058 -0.988 -7.154
C 1.383 -3.751 -3.436
O 1.112 -2.944 -2.258
C 1.032 -1.606 -2.551
O 0.973 -1.075 -3.650
O 1.020 -0.963 -1.431
C 1.077 0.459 -1.515
H 1.415 -3.241 -4.417
H 0.591 -4.510 -3.615
H 2.261 -4.338 -3.320
H 1.452 0.774 -0.545
H 0.068 0.811 -1.707
H 1.801 0.815 -2.249
C -0.244 2.903 -3.767
O -0.077 3.295 -2.408
C -0.860 4.153 -1.776
O -0.593 4.450 -0.664
O -1.841 4.656 -2.526
C -2.635 5.656 -1.949
H -1.286 2.962 -4.061
H 0.078 1.876 -3.817
H 0.451 3.416 -4.425
H -3.152 5.210 -1.115
H -3.242 5.997 -2.819
H -2.052 6.524 -1.668
C -2.905 0.447 7.732
O -2.730 -0.143 6.440
C -3.503 0.208 5.372
O -4.330 1.060 5.292
O -3.201 -0.566 4.353
C -2.109 -1.531 4.514
H -2.100 -0.031 8.297
H -3.882 0.046 8.114
H -2.892 1.520 7.700
H -1.920 -1.808 3.460
H -2.407 -2.436 5.026
H -1.238 -1.156 4.977
C 3.236 3.697 -1.093
O 4.269 3.838 -2.006
C 3.976 3.278 -3.175
O 2.889 2.768 -3.431
O 5.056 3.251 -3.972
C 6.316 3.328 -3.401
H 3.452 4.276 -0.179
H 3.208 2.663 -0.767
H 2.205 3.934 -1.523
H 6.555 4.319 -2.995
H 7.004 3.008 -4.195
H 6.445 2.556 -2.635
C -5.168 2.536 2.356
O -4.615 2.939 1.069
C -3.972 1.960 0.456
O -3.943 0.828 0.902
O -3.455 2.355 -0.679
C -2.982 1.328 -1.572
H -4.478 2.107 3.068
H -6.022 1.816 2.272
H -5.677 3.458 2.724
H -3.792 0.756 -2.051
H -2.326 0.622 -1.066
H -2.464 1.940 -2.342
C -3.325 -6.677 -0.602
O -2.292 -6.622 -1.560
C -2.642 -6.177 -2.812
O -3.702 -5.803 -3.224
O -1.497 -6.207 -3.519
C -1.808 -5.908 -4.888
H -3.688 -7.679 -0.486
H -4.091 -5.971 -0.728
H -2.793 -6.421 0.307
H -2.780 -6.256 -5.218
H -0.981 -6.408 -5.420
H -1.832 -4.862 -4.992
C 6.411 0.678 -0.324
O 5.167 0.571 -1.129
C 5.299 -0.028 -2.373
O 6.333 -0.473 -2.816
O 4.141 -0.081 -2.953
C 4.070 -0.311 -4.386
H 6.262 -0.068 0.479
H 6.470 1.699 0.030
H 7.222 0.503 -1.035
H 4.334 0.668 -4.901
H 3.017 -0.481 -4.652
H 4.719 -1.180 -4.615
*
```


A single C4H5NO2 molecule, computed with the ωB97M-V functional and the def2-TZVPD basis.

The energy above the lowest of the compared OMol25 structures with the same formula, charge and spin comes out at 73.5 kcal per mole. As for the molecular weight: 99.09 g mol⁻¹.

```
! RIJCOSX wB97M-V def2-TZVPD def2/J DEFGRID3
* xyz 0 1
N 1.634 -0.662 1.546
C 0.546 -0.853 0.843
C -0.349 0.227 0.558
C -0.829 0.498 -0.684
O -1.921 1.276 -0.971
C -0.168 -0.188 -1.770
O 0.877 -0.796 -1.561
H 2.163 -1.467 1.855
H 2.052 0.240 1.765
H -0.795 0.721 1.421
H -2.550 1.194 -0.242
H -0.661 -0.190 -2.759
*
```


A 2-piece molecular cluster, C4H11NS overall at a distorted geometry, computed with the ωB97M-V functional and the def2-TZVPD basis.

The energy above the lowest of the compared OMol25 structures with the same formula, charge and spin comes out at 179.0 kcal per mole. As for the molecular weight: 105.21 g mol⁻¹.

```
! RIJCOSX wB97M-V def2-TZVPD def2/J DEFGRID3
* xyz 0 1
C 0.851 1.477 -0.607
C 0.972 -1.481 -0.426
C 0.131 2.780 -0.348
C 0.465 -2.508 0.580
N -2.018 0.123 0.599
S 0.300 -0.002 -0.045
H 1.292 1.456 -1.582
H 1.040 -1.745 -1.397
H -0.740 2.526 0.176
H -0.301 3.090 -1.372
H 0.994 3.436 -0.146
H 0.121 -3.494 0.184
H -0.362 -2.057 1.308
H 1.376 -2.815 1.247
H -2.343 0.158 -0.375
H -2.135 -0.860 0.925
H 0.357 -0.086 1.280
*
```


A 2-piece molecular cluster, C3H3N2S2 overall at a distorted geometry, computed with the ωB97M-V functional and the def2-TZVPD basis.

The energy above the lowest of the compared OMol25 structures with the same formula, charge and spin comes out at 35.2 kcal per mole. As for the molecular weight: 131.21 g mol⁻¹.

```
! RIJCOSX wB97M-V def2-TZVPD def2/J DEFGRID3
* xyz 1 1
C -3.040 1.278 -0.169
C -1.808 -2.043 0.049
C -0.941 0.137 -0.403
N -1.938 0.825 -0.007
N 0.055 0.038 0.466
S -2.368 -3.432 0.021
S -4.354 1.981 0.066
H -0.702 0.061 -1.487
H 0.991 -0.417 0.066
H 0.115 0.613 1.251
*
```


C25H68N5O10Zn as an isolated structure at a distorted geometry, computed with the ωB97M-V functional and the def2-TZVPD basis.

As for the electronic energy: -3798.210979 a.u. As for the molecular weight: 664.23 g mol⁻¹.

```
! RIJCOSX wB97M-V def2-TZVPD def2/J DEFGRID3
* xyz 1 1
Zn 3.930 -0.972 2.067
O 0.693 1.207 -1.802
C 0.436 0.540 -0.680
O 1.355 -0.052 -0.107
O -0.763 0.325 -0.390
H -0.141 1.652 -1.968
C -4.214 4.080 -4.527
C -3.189 3.038 -4.026
C -2.730 2.001 -5.079
O -2.009 3.705 -3.759
H -4.610 3.808 -5.506
H -3.868 5.112 -4.470
H -5.062 4.201 -3.853
H -3.613 2.468 -3.199
H -3.598 1.583 -5.589
H -2.108 1.290 -4.534
H -2.041 2.357 -5.844
H -1.726 4.214 -4.522
C -3.417 -2.589 4.879
C -3.686 -3.163 3.513
C -4.866 -2.452 2.812
O -5.134 -2.963 1.496
C -5.870 -2.113 0.583
N -2.493 -2.744 2.781
H -4.048 -3.052 5.638
H -3.458 -1.500 4.879
H -2.390 -2.771 5.197
H -3.872 -4.237 3.531
H -4.616 -1.393 2.741
H -5.768 -2.534 3.418
H -5.938 -2.516 -0.427
H -5.252 -1.241 0.367
H -6.831 -1.800 0.992
H -2.650 -1.795 2.472
H -2.673 -3.065 1.841
C 2.328 -5.761 2.535
C 3.343 -4.621 2.276
C 3.670 -4.376 0.810
O 4.612 -3.333 0.626
C 5.820 -3.845 0.067
N 2.718 -3.455 2.885
H 1.359 -5.662 2.047
H 2.236 -5.884 3.614
H 2.785 -6.697 2.213
H 4.181 -4.723 2.965
H 2.769 -4.094 0.265
H 3.880 -5.342 0.349
H 6.510 -3.007 0.168
H 5.691 -4.073 -0.991
H 6.264 -4.626 0.685
H 2.780 -3.669 3.870
H 1.720 -3.445 2.730
C 5.400 -0.869 -5.043
C 4.107 -0.263 -5.634
C 3.070 -1.440 -5.656
O 3.334 -2.460 -6.619
C 2.931 -3.794 -6.377
N 3.692 0.924 -4.909
H 5.727 -1.636 -5.745
H 5.209 -1.277 -4.050
H 6.202 -0.134 -4.978
H 4.260 0.092 -6.653
H 2.076 -1.009 -5.780
H 3.028 -1.960 -4.699
H 1.846 -3.867 -6.304
H 3.340 -4.196 -5.450
H 3.209 -4.451 -7.202
H 2.786 1.125 -5.308
H 3.272 0.647 -4.033
C -3.954 3.610 3.509
C -4.187 4.172 2.108
C -4.839 5.611 2.130
O -6.182 5.536 2.659
C -6.339 6.223 3.891
N -2.996 4.185 1.306
H -4.897 3.485 4.041
H -3.226 4.167 4.099
H -3.630 2.581 3.355
H -4.835 3.426 1.648
H -4.994 5.868 1.082
H -4.140 6.428 2.312
H -7.343 6.094 4.295
H -6.217 7.290 3.704
H -5.689 5.931 4.716
H -2.730 3.227 1.127
H -3.119 4.576 0.383
C 5.378 4.003 1.603
C 4.965 2.658 2.258
C 3.617 2.699 2.980
O 3.224 1.433 3.471
C 2.148 1.480 4.447
N 5.032 1.584 1.223
H 5.119 4.816 2.281
H 5.066 4.274 0.595
H 6.441 4.098 1.381
H 5.777 2.546 2.977
H 2.877 2.969 2.227
H 3.743 3.511 3.696
H 2.361 1.886 5.435
H 1.805 0.466 4.654
H 1.251 1.886 3.979
H 4.739 2.104 0.408
H 6.038 1.550 1.142
C -1.783 -4.361 -2.100
O -1.572 -3.000 -2.662
H -1.626 -4.451 -1.025
H -2.742 -4.780 -2.403
H -0.957 -4.935 -2.521
H -1.518 -2.295 -2.012
*
```